Density functional theory data (ωB97M-V with the def2-TZVPD basis set) for a molecular structure, C15H25BrGaO12S in a non-equilibrium geometry.

Positions of all 55 atoms, in Å:
C: 5.637 4.659 1.565
C: 5.332 6.117 0.880
S: 4.642 5.830 -0.837
C: 2.770 5.806 -0.863
Ga: 1.875 5.036 0.833
Br: 0.536 6.809 1.907
H: 5.153 4.685 2.655
H: 4.981 3.865 0.966
H: 6.761 4.332 1.564
H: 6.378 6.667 0.760
H: 4.656 6.835 1.530
H: 2.460 5.084 -1.762
H: 2.273 6.854 -1.140
H: 2.880 4.415 1.911
H: 0.863 3.842 0.421
C: -1.574 1.680 3.855
C: -2.271 2.438 2.773
O: -1.276 2.573 1.776
C: -0.380 1.562 1.971
O: 0.514 1.275 1.193
O: -0.614 0.915 3.150
H: -2.253 1.031 4.413
H: -1.053 2.339 4.558
H: -3.118 1.885 2.354
H: -2.619 3.419 3.109
C: 1.107 -0.812 -2.150
C: -0.024 -1.318 -1.314
O: -0.998 -1.686 -2.272
C: -0.333 -1.932 -3.439
O: -0.840 -2.434 -4.428
O: 0.973 -1.543 -3.355
H: 2.081 -0.999 -1.689
H: 1.017 0.256 -2.373
H: 0.250 -2.203 -0.730
H: -0.416 -0.553 -0.637
C: -0.111 -5.157 1.043
C: -0.115 -5.464 2.506
O: 0.992 -4.732 2.996
C: 1.216 -3.714 2.114
O: 1.986 -2.789 2.312
O: 0.465 -3.866 0.984
H: -1.117 -5.153 0.616
H: 0.516 -5.850 0.472
H: -1.023 -5.109 3.005
H: 0.006 -6.532 2.707
C: -5.399 -3.348 -4.202
C: -3.948 -3.622 -3.972
O: -3.921 -4.155 -2.661
C: -5.162 -4.669 -2.417
O: -5.444 -5.356 -1.449
O: -6.044 -4.316 -3.397
H: -5.683 -3.464 -5.251
H: -5.695 -2.350 -3.861
H: -3.548 -4.369 -4.666
H: -3.338 -2.716 -4.035

Values from the calculation:
- Energy above the lowest of the compared OMol25 structures with the same formula, charge and spin: 47.6 kcal/mol
- E: -6386.48089 hartree
- 2S+1: 1
- E_HOMO: -4.492 eV
- Net charge: -1


Density functional theory data (ωB97M-V with the def2-TZVPD basis set) for a single C15H25ClNO4P molecule in a non-equilibrium geometry.

Positions of all 47 atoms, in Å:
C: -1.842 -3.883 1.222
C: -0.950 -3.132 1.857
C: 0.196 -2.147 2.476
C: 0.301 -0.890 1.460
C: 0.990 -1.584 0.138
O: -0.032 -1.582 -0.892
C: 0.289 -2.470 -1.996
C: 0.293 -1.529 -3.355
O: -0.399 -0.284 -3.004
C: -1.779 -0.301 -3.454
C: -2.408 1.185 -3.236
O: -1.128 -0.564 1.266
C: -1.342 0.789 0.747
P: -2.979 1.657 1.177
N: -3.135 2.097 2.714
C: 0.074 1.541 0.989
Cl: -0.214 3.270 1.618
C: 0.878 0.523 1.977
C: 2.467 0.726 2.199
C: 2.999 2.007 1.138
C: 4.499 2.687 1.578
O: 3.037 3.393 1.752
H: -2.479 -4.280 0.337
H: -0.121 -1.797 3.524
H: 1.214 -2.718 2.508
H: 1.313 -2.679 0.325
H: 1.932 -0.966 -0.110
H: 1.261 -3.071 -1.867
H: -0.589 -3.206 -2.111
H: 1.416 -1.250 -3.519
H: -0.154 -2.064 -4.268
H: -1.910 -0.546 -4.578
H: -2.451 -1.041 -2.877
H: -1.793 2.015 -3.780
H: -3.485 1.236 -3.646
H: -2.462 1.496 -2.126
H: -1.407 0.570 -0.402
H: -4.039 0.721 0.844
H: -3.113 2.763 0.245
H: -2.249 1.811 3.172
H: 0.575 1.485 -0.059
H: 0.455 0.855 3.016
H: 2.755 1.191 3.208
H: 3.125 -0.153 1.862
H: 2.762 1.878 -0.051
H: 4.833 3.774 1.518
H: 4.812 2.499 0.450

Values from the calculation:
- Energy above the lowest of the compared OMol25 structures with the same formula, charge and spin: 154.5 kcal/mol
- E: -1743.22036 hartree
- 2S+1: 1
- E_HOMO: -8.268 eV
- Structure (SMILES): C#CC[C@@]1(COCCOCC)O[C@@H]([PH2]=N)[C@@H](Cl)[C@@H]1C[C@@H]1CO1
- Net charge: 0


Density functional theory data (ωB97M-V with the def2-TZVPD basis set) for a molecular structure, C15H25F9NO3P2Ti in a non-equilibrium geometry.

Positions of all 56 atoms, in Å:
C: -0.925 -0.629 -4.132
C: -0.681 -0.111 -2.851
N: -0.086 -0.854 -1.877
C: 0.140 -2.163 -2.113
C: -0.173 -2.715 -3.353
C: -0.687 -1.955 -4.373
C: -1.211 1.204 -2.500
P: -0.459 2.009 -1.057
Ti: 0.601 0.129 0.113
P: 0.560 -2.275 0.663
C: 0.715 -3.030 -0.999
O: -3.602 0.540 -1.701
O: -2.940 -1.340 -0.295
H: -1.335 0.092 -4.837
H: 0.000 -3.807 -3.433
H: -0.940 -2.397 -5.359
C: 0.883 3.105 -1.558
C: -1.733 3.141 -0.450
H: 0.198 -4.004 -0.999
H: 1.779 -3.237 -1.200
H: -2.282 1.084 -2.156
H: -1.349 1.923 -3.359
C: 2.040 -2.812 1.550
C: -0.794 -3.251 1.394
H: -2.479 -0.766 0.253
H: -3.753 -1.522 0.173
H: -3.361 -0.362 -1.239
H: -4.008 0.476 -2.565
H: 2.160 0.162 -0.500
H: -1.179 -0.025 0.823
H: 0.569 3.930 -2.206
H: 1.265 3.523 -0.625
H: 1.699 2.541 -2.015
H: -1.796 4.041 -1.083
H: -2.700 2.618 -0.410
H: -1.425 3.435 0.565
H: -0.550 -4.327 1.412
H: -0.954 -2.907 2.427
H: -1.713 -3.067 0.821
H: 2.096 -3.906 1.616
H: 2.928 -2.411 1.050
H: 2.017 -2.390 2.561
F: -0.075 0.254 4.128
C: 1.242 0.566 4.070
F: 1.608 1.198 5.209
F: 1.923 -0.612 3.988
C: 1.499 1.409 2.792
O: 0.854 0.810 1.759
C: 0.896 2.821 3.037
F: 1.468 3.537 4.030
F: 0.996 3.540 1.880
F: -0.428 2.674 3.298
C: 3.026 1.516 2.501
F: 3.746 1.998 3.541
F: 3.493 0.279 2.172
F: 3.215 2.319 1.418

Values from the calculation:
- Energy above the lowest of the compared OMol25 structures with the same formula, charge and spin: 0.0 kcal/mol
- E: -3298.02403 hartree
- 2S+1: 2
- E_HOMO (alpha / beta): -6.652 / -7.418 eV
- Net charge: 0


Density functional theory data (ωB97M-V with the def2-TZVPD basis set) for a single C15H25FI2NO2PS molecule in a non-equilibrium geometry.

Positions of all 48 atoms, in Å:
C: 0.311 -2.976 1.709
C: -1.108 -2.256 1.463
C: -1.106 -0.661 1.652
C: -2.643 -0.192 1.515
P: 0.151 0.323 0.646
C: -0.201 1.940 -0.336
C: -1.646 2.570 -0.086
C: -1.798 3.782 -1.174
I: -3.199 5.316 -0.519
C: 1.999 -0.142 0.549
C: 2.729 0.481 -0.771
C: 4.326 0.349 -0.445
I: 5.445 -0.186 -2.233
C: -0.315 -0.697 -0.923
C: 0.462 -1.887 -1.509
C: 0.066 -2.708 -2.783
C: -1.260 -2.176 -3.443
C: -1.925 -1.005 -2.697
N: -1.540 -0.297 -1.544
S: 0.583 1.459 2.500
O: 1.545 2.599 2.296
O: -0.683 2.078 3.085
F: 1.340 0.467 3.682
H: 0.785 -3.433 0.781
H: 0.990 -2.199 2.233
H: 0.201 -3.825 2.486
H: -1.789 -2.652 2.314
H: -1.648 -2.613 0.505
H: -0.854 -0.499 2.772
H: -2.804 0.914 1.804
H: -3.214 -0.783 2.331
H: -3.136 -0.478 0.529
H: -0.032 1.790 -1.470
H: 0.558 2.774 -0.074
H: -1.780 3.074 0.934
H: -2.518 1.858 -0.341
H: -0.752 4.209 -1.344
H: -2.145 3.322 -2.176
H: 2.552 0.377 1.425
H: 2.214 -1.249 0.695
H: 2.561 -0.142 -1.707
H: 2.500 1.592 -0.886
H: 4.495 -0.430 0.391
H: 4.765 1.327 -0.035
H: 1.422 -2.264 -1.009
H: 0.672 -3.575 -3.194
H: -1.679 -2.643 -4.408
H: -2.899 -0.631 -3.192

Values from the calculation:
- Energy above the lowest of the compared OMol25 structures with the same formula, charge and spin: 153.2 kcal/mol
- E: -2226.33008 hartree
- 2S+1: 1
- E_HOMO: -9.419 eV
- Structure (SMILES): CC[C@H](C)P(CCCI)(CCCI)(c1ccccn1)S(=O)(=O)F
- Net charge: 0


Density functional theory data (ωB97M-V with the def2-TZVPD basis set) for a single C15H25NO2 molecule.

Positions of all 43 atoms, in Å:
C: 2.153 1.979 1.351
C: 3.237 1.327 0.545
C: 4.412 2.010 0.263
C: 5.419 1.413 -0.472
C: 5.267 0.115 -0.921
C: 4.105 -0.597 -0.658
C: 3.949 -2.008 -1.142
C: 3.087 0.023 0.070
O: 1.927 -0.683 0.358
C: 0.905 -0.514 -0.609
C: -0.319 -1.311 -0.173
C: -0.893 -0.797 1.148
C: -2.218 -1.472 1.520
C: -3.454 -0.671 1.103
N: -3.544 -0.546 -0.341
C: -4.819 -0.087 -0.845
C: -5.173 1.374 -0.507
O: -6.400 1.774 -1.066
H: 1.549 2.633 0.720
H: 2.583 2.586 2.145
H: 1.505 1.225 1.791
H: 4.534 3.020 0.628
H: 6.328 1.957 -0.685
H: 6.059 -0.360 -1.483
H: 3.193 -2.525 -0.556
H: 3.644 -2.018 -2.190
H: 4.892 -2.544 -1.062
H: 0.651 0.552 -0.705
H: 1.255 -0.867 -1.591
H: -0.027 -2.355 -0.050
H: -1.071 -1.260 -0.960
H: -0.152 -0.983 1.927
H: -1.038 0.284 1.088
H: -2.266 -2.458 1.057
H: -2.269 -1.606 2.602
H: -3.433 0.306 1.615
H: -4.348 -1.203 1.440
H: -2.808 0.068 -0.675
H: -5.601 -0.744 -0.453
H: -4.798 -0.199 -1.936
H: -4.358 2.034 -0.847
H: -5.292 1.499 0.572
H: -6.372 1.625 -2.017

Values from the calculation:
- Energy above the lowest of the compared OMol25 structures with the same formula, charge and spin: 33.7 kcal/mol
- E: -791.77573 hartree
- 2S+1: 1
- E_HOMO: -8.814 eV
- Structure (SMILES): Cc1cccc(C)c1OCCCCCNCCO
- Net charge: 0